(1)
C48H38IMgN5O2P as an isolated structure in a non-equilibrium geometry, computed with wB97M-V/def2-TZVPD.

Geometry as XYZ:
```
96
Properties=species:S:1:pos:R:3:forces:R:3
Mg 0.471471 -0.914803 0.351629 0.01 -0.03 -0.11
C -1.027809 -3.240276 -0.822559 0.07 -0.42 -0.24
N -1.308467 -1.851089 -0.518344 -0.47 -0.18 -0.08
C -2.372148 -1.747318 0.457596 -0.44 0.02 0.26
C -2.390757 -0.354958 1.004004 -0.74 0.21 0.12
C -3.558010 0.312656 1.340287 0.14 -0.13 -0.09
C -3.459570 1.578885 1.895289 0.30 -0.04 0.03
C -2.197904 2.095889 2.142646 -0.12 -0.05 -0.06
C -1.088289 1.354899 1.765853 -0.06 0.49 0.37
N -1.186827 0.178681 1.172702 -0.09 -0.13 -0.25
C -1.592339 -1.067669 -1.708572 -0.23 0.26 -0.31
C -0.323106 -0.935451 -2.495430 -0.16 -0.05 -0.84
C -0.301392 -0.751320 -3.872945 0.03 -0.01 0.20
C 0.922937 -0.754381 -4.521281 0.01 -0.04 0.16
C 2.069998 -0.963443 -3.771104 -0.02 -0.03 0.04
C 1.954446 -1.094423 -2.398174 0.52 0.00 -0.43
N 0.784853 -1.068192 -1.778760 -0.19 0.18 -0.03
C -0.039048 -3.817349 0.150992 -0.17 -0.74 0.01
C -0.051078 -5.173692 0.453456 0.04 0.15 -0.04
C 0.937918 -5.684928 1.274602 0.02 0.17 -0.08
C 1.907927 -4.822524 1.762448 -0.04 0.07 -0.06
C 1.828251 -3.481513 1.427557 0.30 -0.42 0.27
N 0.874482 -2.991237 0.645948 -0.16 0.06 -0.05
H -1.946536 -3.845942 -0.838097 0.15 0.08 -0.08
H -0.568333 -3.298587 -1.814330 -0.13 -0.05 0.04
H -3.352311 -2.027245 0.042651 0.12 -0.02 0.07
H -2.133953 -2.424403 1.285674 -0.12 -0.07 -0.07
H -4.519565 -0.143116 1.160007 -0.06 -0.08 -0.02
H -4.347045 2.142293 2.139472 -0.07 0.03 0.06
H -2.069006 3.059352 2.606308 0.06 0.09 0.05
H -0.085927 1.700861 1.961931 -0.06 0.05 0.02
H -2.396769 -1.498167 -2.322606 0.08 0.00 0.06
H -1.921292 -0.072208 -1.395031 -0.10 -0.10 0.04
H -1.221363 -0.618233 -4.420468 -0.12 -0.01 -0.04
H 0.979757 -0.622814 -5.592095 -0.01 0.01 -0.05
H 3.040896 -1.031218 -4.234123 0.10 0.05 -0.05
H 2.818284 -1.229989 -1.766198 0.08 0.08 -0.01
H -0.817935 -5.810029 0.038485 -0.08 -0.05 -0.01
H 0.955030 -6.735082 1.519038 0.01 -0.11 0.06
H 2.704683 -5.180503 2.393991 0.07 0.02 0.07
H 2.555333 -2.772959 1.796420 0.04 -0.02 0.08
I -1.576882 2.543469 -2.293824 -0.38 0.16 -0.37
C -1.381710 4.640908 -2.511356 -0.40 -0.52 -0.15
C -2.355409 5.183215 -3.307483 0.08 -0.34 0.14
C -2.358179 6.547148 -3.608941 0.21 0.32 0.04
C -1.350757 7.329309 -3.128676 -0.25 -0.10 -0.15
C -0.336298 6.790214 -2.309830 -0.02 -0.17 0.02
C 0.684467 7.647666 -1.858560 0.15 -0.06 0.17
C 1.654113 7.189681 -1.016214 -0.11 0.28 -0.14
C 1.620950 5.860133 -0.598090 -0.21 -0.13 -0.19
C 0.674427 4.960664 -1.040260 0.20 -0.02 0.25
P 0.886863 3.256228 -0.317347 0.61 0.36 0.17
C 2.621581 3.025481 -0.881035 -0.20 -0.25 0.16
C 3.761355 3.453507 -0.210052 0.04 0.00 -0.07
C 5.010509 3.261555 -0.772242 0.16 -0.06 0.06
C 5.142057 2.631465 -1.998697 0.05 -0.01 -0.06
C 4.011919 2.192923 -2.669001 0.03 0.01 -0.04
C 2.761613 2.379290 -2.106826 0.01 0.06 0.04
C 1.055585 3.754733 1.434128 -0.06 -0.18 -0.14
C 0.151667 4.672752 1.967217 0.10 -0.01 -0.01
C 0.115735 4.901848 3.330788 -0.05 0.06 0.09
C 0.983004 4.227794 4.174910 0.05 0.01 0.15
C 1.879964 3.309814 3.653940 0.02 -0.09 0.13
C 1.895312 3.048789 2.295671 -0.04 0.12 -0.10
C -0.339614 5.403626 -1.936655 0.13 0.34 0.03
H -3.128178 4.549554 -3.715439 -0.03 -0.05 -0.01
H -3.141302 6.952524 -4.228549 -0.07 0.09 -0.07
H -1.312970 8.382100 -3.363625 0.02 0.12 -0.03
H 0.672095 8.674406 -2.191888 0.01 0.12 -0.01
H 2.436546 7.841235 -0.661273 0.08 0.11 0.04
H 2.372842 5.534807 0.104480 0.03 0.00 -0.01
H 3.695171 3.946209 0.749733 -0.04 0.01 0.02
H 5.887246 3.606159 -0.243269 0.09 0.02 0.02
H 6.120592 2.485694 -2.431987 0.08 0.00 -0.03
H 4.105139 1.715554 -3.633758 0.01 -0.07 -0.07
H 1.880178 2.033817 -2.631211 -0.11 -0.04 -0.05
H -0.530488 5.207465 1.316865 0.03 0.02 -0.02
H -0.589681 5.612721 3.736639 -0.05 0.06 0.04
H 0.959371 4.408427 5.239663 0.00 0.05 0.06
H 2.564061 2.789422 4.309437 0.01 -0.09 0.05
H 2.555534 2.286181 1.901382 0.09 0.09 0.01
O 0.821695 -0.458962 4.369735 0.21 0.01 0.06
C 1.647840 -0.389422 3.491414 -0.07 -0.04 0.44
N 1.386498 -0.507741 2.146421 -0.39 0.11 -0.01
C 2.492525 -0.296817 1.437059 0.59 0.29 1.09
O 2.445511 -0.261897 0.204131 0.36 0.01 -0.80
C 3.655260 -0.127689 2.332377 0.28 0.03 0.55
C 5.004672 0.020262 2.090338 -0.26 0.03 -0.06
C 5.841064 0.147547 3.194779 0.07 -0.01 -0.17
C 5.330120 0.134212 4.481867 -0.08 0.01 0.12
C 3.965227 -0.023577 4.721465 -0.17 0.00 -0.13
C 3.133625 -0.162924 3.629747 0.47 0.05 -0.22
H 5.384176 0.036658 1.080338 0.09 0.03 -0.10
H 6.903325 0.252199 3.037668 0.12 0.04 0.05
H 6.002107 0.248077 5.318624 0.08 -0.01 0.08
H 3.574125 -0.036457 5.726066 -0.07 -0.02 0.13
```
Positions in Å, forces in eV/Å.

Computed properties:
Electronic energy (eV): -84773.06867
Charge: +1
Frontier orbital gap (hartree): 0.2805

Here are the Mulliken charges for atoms 1 to 4, given in e: 1.1183, -1.6169, 0.8270, -1.4131

=====

(2)
A single CHN2O2P molecule in a non-equilibrium geometry, computed with wB97M-V/def2-TZVPD.

Geometry as XYZ:
```
7
Properties=species:S:1:pos:R:3:forces:R:3
N 1.977196 -1.739148 1.313033 -0.11 0.45 -0.20
C 1.520031 -0.730837 0.990180 -0.32 0.43 -0.01
P 0.806386 0.902600 0.565549 0.19 -1.19 -0.54
N -0.586544 0.814074 1.728419 -0.24 0.06 1.08
O -0.429187 0.708109 2.927209 0.22 -0.04 -0.57
O -1.641203 0.977841 1.161347 -0.72 0.18 0.06
H -0.134711 0.411824 -0.412929 0.99 0.12 0.19
```
Positions in Å, forces in eV/Å.

Computed properties:
Electronic energy (eV): -17413.08110
Charge: 0
Frontier orbital gap (hartree): 0.3874
SMILES string: N#CP[N+](=O)[O-]

Here are the Mulliken charges for atoms 1 to 4, given in e: -0.2812, 0.2731, 0.0497, 0.8295

=====

(3)
An isolated ion of composition C3H5N2 and charge +1 in a non-equilibrium geometry, computed with wB97M-V/def2-TZVPD.

Geometry as XYZ:
```
10
Properties=species:S:1:pos:R:3:forces:R:3
C -1.070623 0.534890 -0.078057 1.09 -2.57 0.68
C 0.112257 0.164626 0.788036 0.77 -0.88 -1.17
N 1.234074 0.743281 0.076454 -0.05 2.21 0.45
C 0.275395 0.032087 -0.798362 -1.45 1.15 1.37
N 0.407308 -1.168648 0.063766 2.95 -0.59 -1.04
H -1.955579 -0.089554 0.074244 0.30 -0.13 -0.64
H -1.301476 1.550062 -0.107974 0.01 1.68 -0.32
H 1.152327 1.826683 0.112439 0.09 -2.27 -0.55
H 1.377402 -1.690448 -0.049187 -1.71 2.15 1.09
H -0.231083 -1.902980 -0.081362 -2.00 -0.75 0.13
```
Positions in Å, forces in eV/Å.

Computed properties:
Electronic energy (eV): -6159.77777
Charge: +1
Frontier orbital gap (hartree): 0.3991
SMILES string: C1[C@@]23N[C@@]12[NH2+]3

Here are the Mulliken charges for atoms 1 to 4, given in e: -0.0301, 0.0133, -0.2925, -0.0349

=====

(4)
C4H6O2 as an isolated structure, computed with wB97M-V/def2-TZVPD.

Geometry as XYZ:
```
12
Properties=species:S:1:pos:R:3:forces:R:3
O -0.907946 -0.207552 -1.633451 0.04 0.11 -0.04
C -1.003225 -0.514113 -0.282749 -0.12 -0.11 0.23
C 0.239175 -0.714195 0.570013 0.14 -0.18 0.04
C 1.290486 0.200817 -0.025900 0.27 -0.09 -0.09
O 0.393622 1.346952 0.055000 0.02 0.14 0.07
C -0.595444 0.532765 0.695301 -0.28 0.14 0.18
H -0.532958 0.691529 -1.644028 -0.12 -0.19 -0.23
H -1.860883 -1.139725 -0.051179 0.16 0.13 0.08
H 0.409335 -1.501254 1.295904 -0.10 0.01 -0.26
H 2.181978 0.369968 0.581891 -0.15 -0.02 0.01
H 1.569173 -0.025999 -1.061498 0.04 0.09 0.16
H -1.183312 0.960806 1.500697 0.11 -0.02 -0.14
```
Positions in Å, forces in eV/Å.

Computed properties:
Electronic energy (eV): -8337.59505
Charge: 0
Frontier orbital gap (hartree): 0.3831

Here are the Mulliken charges for atoms 1 to 4, given in e: -0.5806, -0.1500, -0.3853, -0.3279

=====

(5)
A single C22H24FN3O4 molecule in a non-equilibrium geometry, computed with wB97M-V/def2-TZVPD.

Geometry as XYZ:
```
54
Properties=species:S:1:pos:R:3:forces:R:3
C -3.269627 -3.309497 -1.468341 0.26 0.32 0.05
C -2.442777 -2.082031 -1.840597 -0.22 -0.31 -0.27
O -1.878710 -1.440634 -0.715499 0.13 0.10 0.32
C -0.809609 -2.006331 -0.083321 0.02 0.07 0.08
C -0.095471 -3.101810 -0.530607 -0.26 0.21 -0.13
C 1.012898 -3.559670 0.168368 0.09 0.01 0.27
C 1.398326 -2.961336 1.350779 -0.08 -0.31 -0.07
C 2.664832 -3.375190 2.051617 -0.03 0.15 -0.05
C 3.690103 -2.217965 2.036843 0.04 -0.03 0.21
N 3.539715 -1.411294 0.846455 0.27 -0.04 -0.18
C 2.901347 -0.222997 0.906870 0.36 0.05 0.06
O 2.765160 0.451399 1.907011 -0.13 0.19 0.06
C 2.361978 0.190284 -0.410515 -0.20 -0.45 -0.74
N 2.289987 -0.554886 -1.472483 0.73 -0.43 1.37
N 1.637784 0.154421 -2.406098 -0.69 0.84 -0.94
C 1.339254 1.298970 -1.873535 0.18 -0.35 -0.48
C 0.602819 2.420855 -2.501199 -0.04 0.06 0.25
C -0.669718 2.702862 -1.737522 -0.06 0.12 -0.03
C -0.989768 3.989173 -1.326497 0.00 -0.16 -0.03
C -2.160086 4.233759 -0.628887 -0.22 -0.07 0.14
C -2.996030 3.171367 -0.337843 0.11 0.02 -0.15
F -4.133626 3.406752 0.350408 0.09 -0.04 -0.02
C -2.697062 1.878554 -0.727608 -0.12 0.16 0.06
C -1.530980 1.655485 -1.433680 0.03 0.21 -0.03
O 1.772811 1.382772 -0.602942 0.02 0.18 0.30
C 0.663196 -1.876564 1.826448 -0.24 0.00 0.03
C -0.408093 -1.367394 1.113749 -0.10 0.04 -0.08
O -1.117155 -0.263369 1.463559 -0.09 -0.25 -0.30
C -0.685049 0.486530 2.586452 0.12 0.33 0.40
C -1.509907 1.761910 2.643620 0.18 -0.41 -0.14
H -2.649467 -4.067921 -0.997214 0.00 -0.10 0.01
H -4.053205 -3.025957 -0.770235 -0.09 0.00 0.05
H -3.725395 -3.728851 -2.361187 -0.06 -0.07 -0.09
H -1.666078 -2.339353 -2.572071 -0.06 0.10 0.05
H -3.092585 -1.322233 -2.285597 0.13 -0.09 -0.02
H -0.367504 -3.599898 -1.446723 -0.09 -0.01 -0.11
H 1.571304 -4.395792 -0.225553 0.09 -0.09 -0.03
H 3.085417 -4.243438 1.542360 -0.02 -0.05 0.05
H 2.464759 -3.652662 3.087886 0.06 -0.09 0.02
H 3.530221 -1.544799 2.881271 0.10 -0.11 -0.07
H 4.708291 -2.611446 2.087217 -0.07 0.07 0.10
H 3.492634 -1.898100 -0.038734 -0.09 0.12 -0.02
H 1.238313 3.309167 -2.508176 -0.02 -0.02 -0.08
H 0.381192 2.133543 -3.530983 0.14 0.00 0.06
H -0.324601 4.810057 -1.550657 0.08 0.08 -0.02
H -2.421983 5.228589 -0.304957 -0.06 0.09 0.05
H -3.348714 1.061568 -0.466831 -0.10 -0.10 0.07
H -1.283919 0.651190 -1.737938 0.03 -0.17 0.02
H 0.960431 -1.416175 2.754543 0.03 0.16 0.08
H 0.380417 0.732773 2.493615 -0.11 -0.12 0.01
H -0.834480 -0.101496 3.503366 0.06 0.01 -0.11
H -1.300349 2.379888 1.774982 0.01 0.10 -0.06
H -1.261444 2.317583 3.543323 0.02 0.07 0.10
H -2.569608 1.521751 2.651986 -0.14 0.03 0.03
```
Positions in Å, forces in eV/Å.

Computed properties:
Electronic energy (eV): -38581.12990
Charge: 0
Frontier orbital gap (hartree): 0.3155
SMILES string: CCOc1ccc(CCNC(=O)c2nnc(Cc3ccc(F)cc3)o2)cc1OCC

Here are the Mulliken charges for atoms 1 to 4, given in e: -1.3058, -0.6653, 0.0086, 0.9651

=====

(6)
C5H7NO as an isolated structure in a non-equilibrium geometry, computed with wB97M-V/def2-TZVPD.

Geometry as XYZ:
```
14
Properties=species:S:1:pos:R:3:forces:R:3
C 0.434414 -1.504654 1.436814 -0.09 -1.45 1.61
C 0.066503 -0.381635 0.611457 -0.63 -0.94 3.79
C -0.117260 0.854871 1.112244 0.75 -2.11 1.54
O -0.378779 1.730408 0.189593 1.22 -0.79 -5.85
C -0.109412 0.730729 -1.085359 -2.66 4.46 0.42
N 0.012400 1.389530 -2.236182 -0.08 2.17 -0.97
C -0.233293 -0.501779 -0.747575 0.63 -0.69 0.15
H -0.388183 -2.208788 1.564541 -0.21 -0.15 0.01
H 0.677610 -1.139715 2.432260 0.16 -0.17 0.17
H 1.259685 -2.114939 1.085616 0.36 0.14 -0.25
H -0.044950 1.210785 2.125719 0.03 -0.11 0.15
H -0.339582 2.326691 -2.091361 0.09 0.23 -0.48
H -0.409150 0.961288 -3.042493 -0.04 -0.24 -0.12
H -0.429997 -1.352480 -1.360531 0.47 -0.36 -0.17
```
Positions in Å, forces in eV/Å.

Computed properties:
Electronic energy (eV): -8833.30549
Charge: 0
Frontier orbital gap (hartree): 0.2950

Here are the Mulliken charges for atoms 1 to 4, given in e: -1.2277, 0.9682, -0.6603, -0.4428